No. 1
C6H13N | ωB97M-V with the def2-TZVPD basis set

E_tot   -7917.5576 eV
HOMO   -7.72 eV
LUMO level   0.944 eV

```
20
Properties=species:S:1:pos:R:3:forces:R:3
C -0.3238 0.1228 3.1828 0.00 -0.03 0.09
C 0.3322 1.2228 0.4686 -0.05 0.22 -0.23
C -1.0478 0.8358 0.0441 -0.27 -0.15 0.08
N -0.1473 0.5164 -1.0453 0.00 0.02 0.15
C -0.5552 -0.0295 -2.3459 -0.04 0.09 -0.21
C 0.2033 -0.8454 -1.3508 0.06 -0.16 0.14
C 1.6753 -1.1373 -1.4516 0.01 0.03 -0.04
H -1.0193 -0.7051 3.0150 0.09 0.09 0.11
H -0.8916 1.0346 3.3959 0.07 -0.16 0.02
H 0.3351 -0.1054 4.0223 -0.15 -0.01 0.01
H 0.3846 2.3224 0.4129 0.17 -0.07 -0.61
H 0.2827 0.2790 2.2826 -0.11 -0.09 0.31
H -1.7623 1.6111 -0.2530 0.01 -0.16 0.09
H -1.5377 -0.0291 0.5020 0.06 0.04 0.02
H -0.0719 0.3468 -3.2431 0.05 0.04 0.22
H -1.6197 -0.2445 -2.4460 0.21 0.18 0.03
H -0.3802 -1.5885 -0.8056 0.06 0.09 -0.11
H 1.8625 -2.1019 -1.9344 -0.06 0.14 0.06
H 2.1914 -0.3519 -2.0118 -0.09 -0.10 0.05
H 2.0896 -1.1533 -0.4387 -0.02 -0.01 -0.15
```
Positions in Å, forces in eV/Å.

No. 2
C2H5BrS2 | ωB97M-V with the def2-TZVPD basis set

E_tot   -93864.0167 eV
HOMO (alpha / beta)   -9.05 / -8.05 eV
LUMO level (alpha / beta)   -0.862 / -0.210 eV

```
10
Properties=species:S:1:pos:R:3:forces:R:3
C 1.7929 0.6130 -0.2358 -0.51 -0.75 0.31
C -1.4061 -0.3893 0.1018 -0.06 -0.27 1.19
S -1.2209 -1.1905 -1.3822 -0.24 -0.66 -0.72
S -1.3723 -1.3429 1.6006 0.38 1.08 -0.49
Br -2.0261 1.3850 0.1728 0.07 0.01 0.05
H 1.3911 1.5204 0.2135 0.49 0.15 -0.65
H 1.4003 -0.2676 0.3184 0.72 0.38 -0.85
H 2.3522 0.5319 -1.1985 -0.66 0.22 1.19
H -0.1923 -0.4948 -1.8826 0.16 0.27 -0.02
H -0.7187 -0.3652 2.2921 -0.36 -0.43 -0.01
```
Positions in Å, forces in eV/Å.

No. 3
C40H76F30N10O23S10 | ωB97M-V with the def2-TZVPD basis set

E_tot   -294554.7746 eV
HOMO   -6.91 eV
LUMO level   -3.112 eV

```
189
Properties=species:S:1:pos:R:3:forces:R:3
C -0.7351 -8.7203 8.5764 0.62 0.20 -0.57
C -0.3916 -7.2916 8.1084 -1.47 -0.13 0.62
C -1.5547 -6.3130 8.4162 0.39 -0.19 -1.27
O -1.2321 -5.0887 7.8473 1.73 -0.37 -0.25
C -2.2122 -4.1703 8.1690 0.67 1.98 -0.24
N 0.9360 -6.7650 8.7754 -2.00 -0.70 0.44
H 0.8845 -7.0557 9.7412 0.17 -0.93 0.48
H 1.7926 -7.1246 8.3792 0.30 0.15 -0.36
H 0.9142 -5.7700 8.9474 0.18 0.88 -1.21
H -0.1270 -9.4649 8.0627 0.55 0.07 0.38
H -1.7152 -9.0248 8.2093 -0.29 0.54 0.28
H -0.6792 -8.8173 9.6606 -0.09 -0.17 -0.04
H -0.3339 -7.2843 7.0199 0.78 0.27 0.13
H -1.9011 -6.1366 9.4345 0.32 -0.67 0.49
H -2.3964 -6.5977 7.7850 -0.33 -1.17 0.50
H -3.2207 -4.5615 8.0344 -0.06 0.15 0.15
H -1.9928 -3.3277 7.5132 -0.64 0.05 -0.17
H -1.9558 -3.7855 9.1560 -0.85 -0.08 0.52
C 5.1348 -3.5226 -10.1896 0.08 2.09 -0.15
C 5.5032 -4.9628 -10.0702 -0.04 0.33 -0.97
C 5.0584 -5.7066 -11.3063 -1.12 -0.45 -2.12
O 5.3858 -5.0527 -12.6116 -0.73 -0.78 1.97
C 4.4332 -5.5409 -13.5989 0.49 0.20 0.42
N 7.0065 -5.0790 -10.0815 1.06 0.85 -0.33
H 7.4173 -6.0008 -10.1221 -0.28 -0.73 0.58
H 7.4141 -4.6589 -10.9045 -0.40 0.45 -1.13
H 7.4751 -4.5146 -9.3872 0.00 -0.02 1.07
H 5.3504 -2.8911 -9.3278 0.14 -0.34 0.30
H 4.1015 -3.2886 -10.4458 -0.23 -0.78 0.24
H 5.6368 -3.0304 -11.0226 0.36 -0.26 -0.14
H 5.1827 -5.3765 -9.1141 -0.19 -0.40 -0.34
H 3.9794 -5.8366 -11.3887 -0.18 0.31 0.90
H 5.4047 -6.7400 -11.2879 0.54 -0.16 -0.20
H 4.5055 -6.6284 -13.6125 0.28 -0.04 -0.72
H 4.6350 -4.9989 -14.5228 0.35 -0.54 -0.01
H 3.3824 -5.3471 -13.3836 -0.02 0.46 0.63
C -8.5874 2.4342 10.1527 -0.64 0.90 0.30
C -9.0861 1.6985 11.4359 1.15 0.53 -0.80
C -8.0759 0.6315 11.8912 -0.09 0.21 0.39
O -8.4659 0.0137 13.1099 0.61 0.29 0.24
C -7.4098 -0.7918 13.6772 -0.11 -0.95 -0.03
N -9.2542 2.7287 12.5998 -0.06 -0.90 0.64
H -8.6812 3.5537 12.7054 0.29 0.80 -1.46
H -10.2154 2.9772 12.7853 -0.52 0.30 -0.36
H -8.9594 2.3187 13.4745 -0.10 -1.43 0.53
H -8.3709 1.7953 9.2965 0.19 -0.31 0.45
H -7.7901 3.1581 10.3207 0.70 -0.66 0.35
H -9.3088 3.1466 9.7527 -0.77 -0.35 0.18
H -10.0621 1.2558 11.2374 -0.06 0.18 0.42
H -7.1115 1.1181 12.0365 0.29 0.13 -0.08
H -7.9556 -0.0972 11.0895 -0.13 -0.06 -0.14
H -7.2769 -1.7259 13.1315 -0.13 0.07 -0.55
H -7.6492 -1.1579 14.6755 -0.55 0.63 0.03
H -6.4190 -0.3415 13.7382 -0.17 0.68 -0.20
C -0.1340 2.1702 -3.5884 -0.17 -0.80 -0.50
C -1.5471 1.5438 -3.2717 1.37 1.69 -0.01
C -2.5132 2.6888 -2.8551 0.38 -1.91 0.39
N -3.8008 2.1324 -2.2381 1.37 0.93 1.25
C -3.4964 1.3581 -0.9191 0.07 0.10 0.62
C -4.7235 1.0363 -0.0735 -0.27 0.75 -1.16
C -5.5365 2.3217 0.2063 -0.28 0.17 -0.88
C -5.8801 3.1467 -1.0775 0.54 -1.11 -0.04
C -4.6226 3.4311 -1.8949 -0.44 -1.09 -0.46
C -4.4298 1.2106 -3.2453 -1.79 1.12 1.38
H -0.0098 2.5317 -4.6092 -0.68 0.21 -0.12
H 0.5561 1.3267 -3.6078 0.30 0.16 0.53
H 0.2204 2.9880 -2.9610 -0.16 -0.34 0.41
H -1.4270 0.8442 -2.4445 0.01 0.05 -0.06
H -1.7728 0.9730 -4.1724 -0.65 0.18 0.13
H -2.7710 3.3187 -3.7065 -0.11 0.07 0.20
H -2.0752 3.2428 -2.0248 0.23 0.25 -0.39
H -2.9030 1.9016 -0.1838 0.58 0.94 -0.96
H -2.9378 0.4417 -1.1092 -0.18 0.14 -0.54
H -4.3588 0.6078 0.8600 -0.10 -0.18 -0.12
H -5.2420 0.2815 -0.6646 -0.76 -0.05 0.60
H -4.9995 3.0489 0.8152 0.41 -0.39 0.39
H -6.4537 2.0837 0.7449 0.00 0.01 -0.09
H -6.2713 4.1059 -0.7385 -0.30 -0.08 -0.35
H -6.5761 2.6108 -1.7228 -0.42 0.19 0.24
H -4.0581 4.1789 -1.3380 0.86 -0.55 -0.14
H -4.7785 3.8153 -2.9030 -0.49 0.30 0.20
H -5.3788 0.9779 -2.7621 0.10 -0.97 -0.11
H -3.7905 0.3531 -3.4553 -0.26 0.32 -0.03
H -4.8014 1.8017 -4.0823 0.83 -0.07 -0.40
C 9.1833 4.7704 3.1146 1.71 0.01 0.15
C 8.8162 3.2803 3.1906 -0.24 -0.10 -1.62
C 8.0007 2.7815 4.3276 0.11 -0.65 0.41
N 7.3260 1.3876 4.0911 -1.24 -0.95 0.13
C 6.4392 1.2099 5.3461 -0.28 -1.68 -1.12
C 5.4696 -0.0062 5.2242 -0.72 -0.27 0.19
C 4.5500 -0.0214 4.0232 -0.77 1.70 -1.58
C 5.3896 0.1474 2.7741 1.83 0.02 0.43
C 6.3725 1.3790 2.8751 -0.62 -0.53 -0.31
C 8.3453 0.1576 3.9752 -0.82 2.65 0.00
H 8.5253 5.5951 2.8408 -0.74 -0.56 0.69
H 9.9912 4.9429 2.4035 -0.15 -0.72 -0.78
H 9.8339 4.9689 3.9663 -0.75 0.54 0.76
H 9.7602 2.7354 3.1941 -0.01 -0.10 -0.34
H 8.2063 2.9549 2.3478 0.59 0.38 -0.72
H 7.1792 3.4686 4.5305 0.04 -0.18 0.33
H 8.6851 2.6169 5.1598 -0.59 0.12 0.54
H 5.8308 2.1082 5.4503 0.31 0.04 0.12
H 7.1319 1.0372 6.1698 -0.18 0.36 0.09
H 4.8051 -0.0083 6.0882 0.36 0.15 0.39
H 5.9143 -1.0009 5.1966 0.76 0.20 0.39
H 3.8304 0.7967 3.9902 -0.05 0.38 0.61
H 3.9008 -0.8860 3.8853 0.40 -0.38 0.54
H 4.8769 0.2470 1.8174 -0.24 0.06 0.24
H 5.9462 -0.7892 2.7420 0.46 0.02 -0.60
H 5.7365 2.2643 2.8783 0.15 0.28 0.62
H 6.9278 1.4862 1.9433 0.36 -0.34 0.26
H 8.9818 0.3061 4.8475 0.21 -0.33 -0.26
H 8.8356 0.3870 3.0291 0.33 -0.43 0.23
H 7.8620 -0.8193 3.9659 -0.21 0.47 0.03
C 10.5066 -2.5768 -3.3630 0.03 0.96 -2.02
F 9.3200 -2.0146 -3.0235 0.75 -0.63 -0.30
F 11.0335 -3.1274 -2.2792 -0.26 -0.17 -0.53
F 10.3016 -3.4967 -4.3800 -0.05 0.63 2.03
S 11.7275 -1.3021 -4.1616 2.92 -1.05 -0.02
O 11.7238 -0.0217 -3.4799 -1.23 -0.97 -0.05
O 13.0328 -1.9980 -4.0607 -2.75 0.50 -0.24
N 11.1255 -1.2700 -5.7220 -0.38 -1.98 4.36
S 11.6960 -0.0309 -6.3833 2.33 2.36 -5.33
O 13.0521 0.3731 -6.0547 -1.38 0.11 0.98
O 11.5512 -0.2038 -7.8275 -0.83 0.02 1.02
C 10.5163 1.4221 -6.0856 1.10 -0.67 -0.56
F 10.9166 2.1496 -5.0589 -1.18 -0.39 1.56
F 10.7399 2.2615 -7.0864 -1.14 -0.19 -1.14
F 9.1982 0.9675 -6.0518 1.96 1.32 0.30
C -0.7232 -8.0977 -2.9750 -0.92 2.70 4.54
F 0.4241 -7.4066 -3.0599 0.22 -0.52 -0.61
F -1.2951 -8.2206 -4.0971 -0.77 -0.39 -2.51
F -0.5592 -9.2166 -2.3534 1.17 -2.54 -0.20
S -1.7404 -7.1211 -1.6607 1.08 0.40 -1.26
O -0.9162 -7.1472 -0.4466 -1.41 -0.88 -1.04
O -1.7345 -5.8322 -2.2657 -1.16 1.30 -0.77
N -3.3067 -7.8872 -1.6939 4.22 2.50 -1.32
S -3.2892 -8.4541 -0.2723 -6.08 -1.62 4.25
O -2.3943 -9.5057 0.0512 1.63 -1.02 0.26
O -3.6252 -7.4988 0.8094 0.81 -0.83 -1.37
C -5.0068 -9.4895 -0.4136 5.47 2.87 -2.36
F -5.2444 -9.8107 0.7805 -2.18 -0.79 3.28
F -5.8685 -8.7633 -1.0623 -2.18 0.88 0.20
F -4.8161 -10.5629 -1.1272 0.18 -1.96 -0.94
C 1.7275 6.2617 -10.9986 1.29 -0.07 -2.09
F 2.0662 7.0382 -9.9890 -0.13 -0.38 0.85
F 1.4190 5.0150 -10.6791 0.52 0.20 0.71
F 0.6605 6.7683 -11.5811 -0.74 0.54 -0.33
S 3.2111 6.4082 -12.2658 3.32 -0.95 0.10
O 3.0883 7.7000 -12.8940 -0.97 -0.67 0.22
O 4.5211 6.2272 -11.5324 -4.08 0.26 -1.33
N 2.8709 5.1396 -13.4084 -1.55 4.58 1.53
S 3.8596 4.0393 -13.1276 3.85 -2.98 3.21
O 5.2697 4.3340 -13.4203 -1.91 -0.95 -1.14
O 3.7575 3.4529 -11.7575 -0.60 -0.02 -2.39
C 3.0747 2.7271 -14.3047 1.91 1.92 -0.59
F 3.9858 1.8009 -14.4869 0.68 -1.30 0.16
F 2.0415 2.1842 -13.6833 -0.62 0.24 -1.05
F 2.8793 3.2081 -15.6110 -1.03 -0.52 2.19
C -14.5554 3.9236 2.2214 0.76 -1.05 -0.18
F -14.6388 4.6309 3.3377 -0.42 0.05 0.38
F -15.5847 4.1533 1.4418 -0.43 0.46 -0.29
F -13.4231 4.3092 1.6189 -0.24 -0.18 -0.22
S -14.4849 2.0864 2.6409 0.90 -1.72 0.52
O -13.2074 1.9703 3.3906 -2.38 0.66 -1.27
O -15.7396 1.7176 3.3455 2.37 1.15 -1.52
N -14.3765 1.4092 1.0159 0.28 2.76 3.11
S -14.3796 -0.1205 1.2653 0.16 -3.52 0.10
O -13.5986 -0.6273 2.4036 -0.71 0.65 -1.23
O -15.7135 -0.6722 1.1204 0.79 -0.11 -0.27
C -13.3629 -0.8492 -0.2528 -1.80 2.00 1.83
F -12.0744 -0.4749 -0.1640 -0.50 -0.41 -0.60
F -13.4829 -2.1607 -0.1617 0.42 -0.18 -0.50
F -13.9325 -0.3974 -1.3939 0.92 -0.54 0.24
C 0.7733 8.7843 0.2112 1.71 -1.48 1.34
F -0.4245 9.1268 0.5246 -1.47 1.13 0.27
F 0.6721 7.8762 -0.7787 0.63 0.78 0.13
F 1.5524 9.8301 -0.0886 -0.74 -0.51 -0.66
S 1.6545 7.9870 1.7427 0.96 -1.49 -0.34
O 2.5280 6.9799 1.1258 -1.05 1.39 0.78
O 2.2721 9.0841 2.5103 -1.40 -2.08 -1.61
N 0.3495 7.0468 2.5123 1.90 1.09 -4.23
S 0.3350 7.6128 3.9001 0.15 1.86 6.54
O 1.4655 7.1551 4.7281 -1.26 0.17 -0.57
O 0.0236 9.0393 4.0455 -0.40 -1.78 -0.10
C -1.1902 6.6424 4.7237 0.12 1.96 -1.91
F -1.3652 6.7891 6.0290 0.53 0.07 0.16
F -2.3250 7.1653 4.1411 0.61 -0.86 0.29
F -1.0931 5.3491 4.4534 -0.29 -0.48 -0.04
```
Positions in Å, forces in eV/Å.

No. 4
C21H17F24N2O6PS2 | ωB97M-V with the def2-TZVPD basis set

E_tot   -133496.3497 eV
HOMO   -8.90 eV
LUMO level   -1.329 eV

```
73
Properties=species:S:1:pos:R:3:forces:R:3
O -0.5265 -1.5684 3.8863 1.83 0.40 -1.11
P 0.7088 -1.0979 3.1853 -2.81 0.35 1.94
O 1.1208 0.3683 3.9167 0.42 -1.64 -2.43
O 0.3876 -0.8617 1.5625 1.36 0.40 1.91
C 2.0810 -2.2948 3.5286 2.41 -1.64 -0.68
C 2.6539 -3.2648 2.5912 0.89 0.30 1.71
S 2.0233 -3.3796 0.8943 0.28 -0.01 0.26
C 3.7786 -4.2231 2.9940 0.01 1.26 3.19
C 4.3329 -4.2251 4.3565 -1.76 0.89 -2.01
C 3.7767 -3.2704 5.3860 -0.25 -0.16 -1.22
N 4.1891 -3.1766 6.7122 -2.78 1.81 -2.93
S 3.2044 -1.9356 7.2762 0.05 -0.54 -0.89
N 2.2551 -1.4874 5.9914 2.26 -2.53 -1.02
C 2.6649 -2.3026 4.9397 0.29 -0.38 0.85
H 1.8142 0.8213 3.3921 -0.29 -0.15 0.53
H 0.3106 0.0895 1.3506 -0.02 -0.45 0.09
H 2.9682 -4.0753 0.1545 -0.35 0.41 1.37
H 4.2007 -4.9334 2.2396 -0.58 0.84 0.78
H 5.1603 -4.9361 4.6323 -1.05 0.91 -0.34
C 3.4674 -6.1998 -4.7661 -0.80 -0.18 -0.16
C 4.6929 -5.8836 -5.6469 -0.50 0.78 0.17
C 5.9798 -6.6305 -5.3008 0.75 -0.31 -0.30
F 6.4173 -6.3499 -4.0573 -0.11 0.04 -0.08
F 6.9735 -6.2666 -6.1489 -0.27 0.07 -0.13
F 4.8952 -4.5457 -5.6556 0.20 -0.17 0.10
F 4.3550 -6.2195 -6.9258 0.17 -0.39 0.18
O 3.1764 -5.2803 -3.7110 1.19 -0.02 0.47
C 3.8429 -5.4567 -2.4936 -1.03 -0.96 -1.11
C 4.7443 -4.2709 -2.1413 0.44 0.67 0.02
F 5.6893 -4.0724 -3.0809 -0.26 -0.13 0.02
F 5.3916 -4.4964 -0.9707 -0.30 -0.25 0.07
F 4.4995 -6.6301 -2.4991 0.18 0.27 0.48
F 2.8742 -5.5741 -1.5508 0.25 0.35 0.15
H 2.5988 -6.1275 -5.4239 0.16 0.20 -0.02
H 3.4641 -7.2342 -4.4168 0.29 0.12 0.05
H 5.8445 -7.7121 -5.3892 -0.16 0.02 -0.01
H 4.1608 -3.3515 -2.0475 -0.17 -0.12 0.00
C -3.5254 -0.1627 -0.3026 -0.17 -0.33 0.76
C -4.2083 -0.2522 -1.6819 -0.35 0.74 0.54
C -3.2994 -0.5988 -2.8597 0.04 -0.35 -0.75
F -2.3372 0.3245 -3.0550 -0.11 -0.02 0.08
F -4.0207 -0.6505 -4.0079 -0.19 -0.03 0.22
F -4.8865 0.8957 -1.9134 0.21 -0.08 -0.19
F -5.1532 -1.2333 -1.5906 0.38 -0.23 -0.13
O -3.1855 1.1443 0.1661 0.62 0.32 -1.11
C -1.9643 1.6863 -0.2478 -0.81 -1.46 0.64
C -2.1399 2.9522 -1.0885 -0.22 0.70 -0.40
F -2.8611 2.7101 -2.2028 0.03 -0.16 0.24
F -0.9382 3.4294 -1.4953 0.13 -0.25 0.30
F -1.2324 0.7369 -0.8664 0.35 0.47 -0.09
F -1.2909 1.9914 0.8828 0.23 0.45 0.03
H -4.2627 -0.5168 0.4208 -0.08 0.17 -0.16
H -2.6895 -0.8589 -0.2079 0.03 0.14 -0.25
H -2.8257 -1.5743 -2.7187 -0.05 0.00 0.16
H -2.6492 3.7308 -0.5194 0.04 -0.18 0.19
C -3.0697 7.9107 2.2008 0.81 0.15 0.12
C -4.3800 8.5418 2.7127 0.31 0.45 -0.76
C -5.4479 7.5667 3.2052 -0.68 -0.13 0.52
F -5.8696 6.7341 2.2334 0.10 0.11 0.01
F -6.5417 8.2473 3.6297 0.24 0.20 0.00
F -4.8754 9.3630 1.7582 -0.15 -0.22 0.09
F -4.0446 9.3475 3.7625 -0.06 -0.41 0.19
O -2.9345 7.7618 0.7857 -1.13 -0.60 -0.10
C -3.4791 6.6138 0.1984 1.13 0.50 1.20
C -4.6014 6.9359 -0.7904 -0.58 0.24 -0.56
F -5.6168 7.5891 -0.1891 0.28 -0.03 0.07
F -5.1174 5.7968 -1.3104 0.35 -0.13 0.16
F -3.8574 5.7470 1.1569 -0.19 -0.26 -0.47
F -2.4602 6.0156 -0.4654 -0.28 0.07 -0.35
H -2.2754 8.6109 2.4678 -0.21 0.11 -0.11
H -2.8175 6.9910 2.7326 -0.31 -0.02 -0.08
H -5.0801 6.9689 4.0439 0.15 0.05 -0.03
H -4.2335 7.5595 -1.6082 0.21 -0.05 0.08
```
Positions in Å, forces in eV/Å.